DFT (the ωB97M-V functional and the def2-TZVPD basis) results for a 2-piece molecular cluster, C3H3NO2 overall.

```
9
Properties=species:S:1:pos:R:3:forces:R:3
O -0.3264 -1.8457 -0.4916 -0.013 -0.308 -0.091
C -0.2390 -0.5075 -0.1392 0.118 0.207 -0.041
C 1.0052 -0.0331 -0.0345 0.745 -0.136 0.038
O 2.1683 0.0650 0.0266 -0.939 -0.085 -0.093
C -1.4692 0.2044 -0.0201 -0.628 0.436 0.090
N -2.4889 0.7517 0.0635 1.122 -0.608 -0.086
H 0.5612 -2.2210 -0.4246 -0.221 -0.263 -0.027
H 0.3765 1.6837 0.8661 -0.088 0.383 0.079
H 0.4121 1.9023 0.1538 -0.096 0.373 0.131
```
Positions in Å, forces in eV/Å.

Computed properties:
LUMO energy (eV): -0.3
Relative energy (zero: lowest compared OMol25 entry of this formula, charge and spin) (eV): 4.075
Gap between HOMO and LUMO (eV): 8.9
SMILES: N#CC(O)=C=O.[H][H]
Energy (eV): -8741.0557
Strongest force on any atom (eV/Å): 1.279
HOMO level (eV): -9.260



DFT (the ωB97M-V functional and the def2-TZVPD basis) results for C3H3NO2 as an isolated structure.

```
9
Properties=species:S:1:pos:R:3:forces:R:3
C -0.9860 -0.1483 0.1054 0.805 0.351 -0.225
O -0.6396 1.0592 -0.5759 -0.146 0.942 -0.522
C 0.7117 0.9939 -0.5732 0.540 0.851 -0.488
O 1.5034 1.7577 -1.0153 -0.298 -0.145 0.083
C 0.8012 -0.3169 0.1537 -2.205 0.391 -0.158
N 1.4424 -1.2542 0.6663 -2.216 0.651 -0.309
H 0.3298 -1.3710 0.7617 2.232 -3.041 1.651
H -1.5615 0.0780 1.0243 0.639 -0.143 -0.267
H -1.6014 -0.7982 -0.5469 0.649 0.142 0.234
```
Positions in Å, forces in eV/Å.

Computed properties:
LUMO energy (eV): -0.3
Relative energy (zero: lowest compared OMol25 entry of this formula, charge and spin) (eV): 4.504
Gap between HOMO and LUMO (eV): 10.1
Energy (eV): -8740.6268
Strongest force on any atom (eV/Å): 4.118
HOMO level (eV): -10.322



DFT (the ωB97M-V functional and the def2-TZVPD basis) results for one molecule with the formula C3H3NO2.

```
9
Properties=species:S:1:pos:R:3:forces:R:3
C 0.6237 0.0353 -0.0909 0.858 1.275 0.535
C 1.9710 -0.2991 -0.0258 -3.003 3.117 -0.118
C -0.8177 -0.2059 0.0766 -1.231 0.750 0.492
N 1.4835 1.0618 0.0395 -1.121 -2.289 -0.422
O 2.9123 -0.9565 0.0187 3.215 -2.322 0.078
O -1.5917 0.9574 0.0384 2.005 1.440 2.279
H -0.9506 -0.7762 1.0090 0.290 0.535 0.387
H -1.2801 -0.8667 -0.5736 0.055 -1.696 -1.969
H -2.3503 1.0499 -0.4918 -1.069 -0.810 -1.260
```
Positions in Å, forces in eV/Å.

Computed properties:
LUMO energy (eV): 0.3
Relative energy (zero: lowest compared OMol25 entry of this formula, charge and spin) (eV): 3.529
Gap between HOMO and LUMO (eV): 9.9
SMILES: O=c1nc1CO
Energy (eV): -8741.6025
Strongest force on any atom (eV/Å): 4.330
HOMO level (eV): -9.627



DFT (the ωB97M-V functional and the def2-TZVPD basis) results for a 2-piece molecular cluster, C3H3NO2 overall.

```
9
Properties=species:S:1:pos:R:3:forces:R:3
O 1.8164 -0.0414 0.3311 -0.167 -0.075 -0.322
C 0.9884 0.2329 -0.6338 0.154 0.084 0.288
C 0.1181 1.3804 -0.3152 -0.445 -0.012 0.015
O -1.0409 1.3226 0.0498 0.534 0.053 -0.122
C -1.6321 -1.4607 0.3802 0.908 -0.498 0.058
N -0.6034 -1.9804 0.4353 -1.068 0.425 -0.042
H 2.3640 -0.7967 0.0583 -0.055 0.109 0.082
H 0.5828 2.3468 -0.6248 -0.032 -0.064 0.040
H -2.5861 -0.9769 0.3283 0.172 -0.022 0.003
```
Positions in Å, forces in eV/Å.

Computed properties:
LUMO energy (eV): 0.3
Relative energy (zero: lowest compared OMol25 entry of this formula, charge and spin) (eV): 4.552
Gap between HOMO and LUMO (eV): 9.3
Energy (eV): -8740.5793
Strongest force on any atom (eV/Å): 1.150
HOMO level (eV): -9.031



DFT (the ωB97M-V functional and the def2-TZVPD basis) results for a 3-piece molecular cluster, C3H3NO2 overall.

```
9
Properties=species:S:1:pos:R:3:forces:R:3
C -1.8171 0.0447 0.1812 0.152 0.113 -0.191
O -0.9178 0.5152 -0.4706 -0.497 -0.302 0.308
C 1.5582 1.0726 -1.2899 -0.212 1.201 -0.899
O 1.2063 1.9752 -1.8806 0.465 -0.954 0.632
C 1.4565 -1.0865 0.8173 0.929 -0.301 0.559
N 2.4340 -1.3773 1.3565 -0.974 0.193 -0.459
H 0.5678 -0.7706 0.3066 0.211 -0.023 0.073
H -1.6677 -0.2772 1.2290 -0.028 0.015 -0.078
H -2.8203 -0.0962 -0.2496 -0.046 0.057 0.055
```
Positions in Å, forces in eV/Å.

Computed properties:
LUMO energy (eV): -0.1
Relative energy (zero: lowest compared OMol25 entry of this formula, charge and spin) (eV): 2.613
Gap between HOMO and LUMO (eV): 11.2
Energy (eV): -8742.5183
Strongest force on any atom (eV/Å): 1.515
HOMO level (eV): -11.252



DFT (the ωB97M-V functional and the def2-TZVPD basis) results for a 3-piece molecular cluster, C3H3NO2 overall.

```
9
Properties=species:S:1:pos:R:3:forces:R:3
C 1.7425 -0.2504 0.0992 -0.384 -0.440 0.058
O 0.7033 -0.7203 -0.2981 0.294 0.332 0.093
C -2.0129 -1.1728 -0.8007 -0.187 -1.291 -0.612
O -2.0271 -2.2141 -1.2411 -0.016 0.869 0.381
C -1.1768 1.5115 0.5824 2.611 0.082 -0.284
N -0.6096 2.4060 1.0634 -1.447 -0.855 -0.338
H -1.0749 0.5574 -0.0013 -1.013 1.168 0.868
H 1.7705 0.6420 0.7574 0.007 -0.121 -0.246
H 2.6850 -0.7591 -0.1612 0.134 0.255 0.080
```
Positions in Å, forces in eV/Å.

Computed properties:
LUMO energy (eV): 0.3
Relative energy (zero: lowest compared OMol25 entry of this formula, charge and spin) (eV): 2.840
Gap between HOMO and LUMO (eV): 11.2
Energy (eV): -8742.2916
Strongest force on any atom (eV/Å): 2.628
HOMO level (eV): -10.886



DFT (the ωB97M-V functional and the def2-TZVPD basis) results for one molecule with the formula C3H3NO2.

```
9
Properties=species:S:1:pos:R:3:forces:R:3
O 2.2010 -0.4168 0.3687 0.334 4.154 -0.956
C 0.9199 -0.2539 0.1713 -1.990 0.299 -0.324
N 0.4279 0.9082 -0.1776 -0.017 -0.558 0.149
C -0.9407 0.6842 -0.2842 0.061 -0.657 0.162
C -1.1855 -0.6126 0.0085 -0.168 0.256 -0.077
O 0.0262 -1.2342 0.3079 0.218 0.339 -0.059
H 2.2589 0.6955 0.1072 1.259 -3.764 1.056
H -1.6402 1.4607 -0.5604 0.130 -0.150 0.052
H -2.0675 -1.2311 0.0586 0.173 0.081 -0.003
```
Positions in Å, forces in eV/Å.

Computed properties:
LUMO energy (eV): 0.8
Relative energy (zero: lowest compared OMol25 entry of this formula, charge and spin) (eV): 1.872
Gap between HOMO and LUMO (eV): 9.8
SMILES: Oc1ncco1
Energy (eV): -8743.2594
Strongest force on any atom (eV/Å): 4.275
HOMO level (eV): -8.983



DFT (the ωB97M-V functional and the def2-TZVPD basis) results for one molecule with the formula C3H3NO2.

```
9
Properties=species:S:1:pos:R:3:forces:R:3
O 2.2259 -0.6479 0.9792 -0.985 0.113 -0.672
C 1.1174 -0.3461 0.6391 -1.228 -1.861 1.785
N 0.5499 0.9257 0.4128 3.307 -0.819 -1.716
C -0.8224 0.7364 0.1647 -0.324 -0.486 -0.764
C -1.0839 -0.5725 0.2259 -0.248 0.646 -0.305
O 0.0475 -1.2982 0.4319 1.160 0.332 0.592
H 1.2651 0.8708 -0.4350 -2.031 2.220 0.748
H -1.4663 1.5679 -0.0740 0.038 -0.126 0.177
H -2.0227 -1.0976 0.0960 0.310 -0.020 0.154
```
Positions in Å, forces in eV/Å.

Computed properties:
LUMO energy (eV): 0.7
Relative energy (zero: lowest compared OMol25 entry of this formula, charge and spin) (eV): 1.869
Gap between HOMO and LUMO (eV): 10.1
SMILES: O=c1[nH]cco1
Energy (eV): -8743.2618
Strongest force on any atom (eV/Å): 3.814
HOMO level (eV): -9.398